Here is C34H31AuIN2PSi as an isolated structure from the OMol25 dataset. Energies are from ωB97M-V with the def2-TZVPD basis set.

Gap between HOMO and LUMO ... 7.441 eV
Relative energy (zero: lowest compared OMol25 entry of this formula, charge and spin) ... 77.36 kJ/mol
Calculated total energy ... -2487.94061 Ha

```
71
Properties=species:S:1:pos:R:3:mulliken_charge:R:1
Au 0.26 1.70 -0.88 -0.0349
I -0.17 1.46 3.03 0.0711
C -1.17 -0.40 3.01 -0.2306
C -2.44 -0.41 3.53 -0.5679
C -3.11 -1.62 3.76 -0.7992
C -2.46 -2.80 3.53 -0.8514
C -1.16 -2.82 2.99 0.9478
C -0.47 -4.04 2.84 -0.9434
C 0.81 -4.07 2.36 -1.1334
C 1.40 -2.89 1.90 0.1118
C 0.75 -1.68 1.99 0.5648
P 1.45 -0.31 0.97 0.5370
C 3.03 -0.03 1.82 0.8364
C 3.25 -0.28 3.17 -0.7810
C 4.42 0.13 3.77 -0.6149
C 5.39 0.79 3.04 -0.6080
C 5.18 1.06 1.70 -0.9262
C 4.00 0.67 1.09 -1.0016
C 1.90 -1.32 -0.50 0.5166
C 0.82 -1.60 -1.34 -0.6278
C 1.02 -2.22 -2.56 -0.6512
C 2.30 -2.57 -2.95 -0.6946
C 3.37 -2.33 -2.10 -0.6981
C 3.18 -1.71 -0.88 -0.1011
C -0.51 -1.59 2.64 0.5390
H -2.92 0.52 3.81 0.4016
H -4.10 -1.60 4.17 0.4439
H -2.93 -3.74 3.77 0.4123
H -0.98 -4.95 3.11 0.4099
H 1.35 -5.00 2.30 0.4191
H 2.38 -2.93 1.46 0.4772
H 2.49 -0.79 3.75 0.3488
H 4.58 -0.07 4.82 0.4322
H 6.31 1.10 3.51 0.3988
H 5.93 1.58 1.12 0.4268
H 3.81 0.89 0.05 0.9516
H -0.17 -1.32 -1.03 0.4148
H 0.18 -2.40 -3.21 0.4227
H 2.47 -3.02 -3.92 0.4012
H 4.37 -2.63 -2.40 0.4254
H 4.02 -1.52 -0.24 0.4766
N 3.17 3.63 -0.23 -0.5639
N 2.53 2.91 -1.28 -0.3306
H 4.14 3.86 -0.46 0.2610
H 3.14 3.08 0.62 0.2636
H 3.12 2.19 -1.71 0.2223
H 2.26 3.57 -2.00 0.2650
C -3.34 5.05 -4.25 -0.4061
C -2.55 5.16 -3.12 -0.5233
C -2.09 4.03 -2.48 -0.3944
C -2.41 2.76 -2.95 0.4903
C -3.22 2.67 -4.08 -0.3971
C -3.67 3.80 -4.73 -0.6061
Si -1.59 1.21 -2.22 0.2841
C -2.81 0.05 -1.34 0.1150
C -2.84 -1.29 -1.68 -0.0885
C -3.60 -2.21 -0.98 -0.7243
C -4.36 -1.78 0.10 -0.4719
C -4.35 -0.44 0.45 -0.6178
C -3.59 0.46 -0.26 -0.3131
H -3.70 5.94 -4.75 0.3618
H -2.27 6.14 -2.74 0.3694
H -1.46 4.12 -1.61 0.2429
H -3.48 1.69 -4.46 0.3300
H -4.28 3.71 -5.61 0.3621
H -1.30 0.43 -3.46 -0.2475
H -2.25 -1.63 -2.52 0.3293
H -3.60 -3.25 -1.26 0.3918
H -4.95 -2.49 0.66 0.4193
H -4.94 -0.11 1.30 0.4400
H -3.58 1.51 0.02 0.4150
```

Here is an isolated ion of composition C4H13N2 and charge +1 at a distorted geometry from the OMol25 dataset. Energies are from ωB97M-V with the def2-TZVPD basis set.

Total charge ... +1
Gap between HOMO and LUMO ... 9.688 eV
Relative energy (zero: lowest compared OMol25 entry of this formula, charge and spin) ... 128.55 kJ/mol
Calculated total energy ... -269.45172 Ha

```
19
Properties=species:S:1:pos:R:3:nbo_charge:R:1
C -0.45 -0.50 1.19 -0.2234
N -1.76 -1.11 1.24 -0.8452
C 0.03 -0.23 -0.23 -0.0669
N 0.94 0.94 -0.16 -0.4870
C 0.34 2.20 -0.69 -0.4162
C 0.53 -1.48 -0.90 -0.6393
H 0.29 -1.11 1.73 0.1851
H -0.49 0.42 1.79 0.1822
H -2.00 -1.54 2.11 0.3955
H -2.03 -1.63 0.42 0.3735
H -0.86 0.14 -0.73 0.2237
H 1.72 0.78 -0.81 0.4371
H 1.32 1.05 0.78 0.4425
H 0.99 3.06 -0.51 0.2444
H -0.64 2.35 -0.25 0.2395
H 0.20 2.10 -1.73 0.2324
H 1.37 -2.01 -0.46 0.2398
H 0.85 -1.30 -1.93 0.2304
H -0.32 -2.16 -0.86 0.2519
```

Here is one molecule with the formula C2H4N2OS3 at a distorted geometry from the OMol25 dataset. Energies are from ωB97M-V with the def2-TZVPD basis set.

Gap between HOMO and LUMO ... 8.679 eV
Relative energy (zero: lowest compared OMol25 entry of this formula, charge and spin) ... 225.00 kJ/mol
Calculated total energy ... -1457.81765 Ha

```
12
Properties=species:S:1:pos:R:3:nbo_charge:R:1
C -0.84 -0.49 1.14 0.3700
C 0.60 1.60 -1.14 -0.1219
H -0.43 -2.19 -1.32 0.1085
H 0.13 -2.24 1.24 0.4262
H 0.97 1.67 0.88 0.3902
H 1.53 2.25 -1.17 0.2034
N 0.18 -1.30 0.75 -0.7814
N 0.42 1.18 0.16 -0.3202
O -0.81 0.79 0.58 -0.3334
S 0.70 -1.64 -0.87 0.2131
S -2.10 -0.92 2.17 -0.0985
S -0.36 1.29 -2.41 -0.0561
```

Here is a 4-piece molecular cluster, C33H55BrINO11S overall at a distorted geometry from the OMol25 dataset. Energies are from ωB97M-V with the def2-TZVPD basis set.

Gap between HOMO and LUMO ... 7.913 eV
Calculated total energy ... -5442.17794 Ha

```
103
Properties=species:S:1:pos:R:3:mulliken_charge:R:1
O -1.68 2.39 -5.55 -0.5518
C -1.18 1.11 -5.90 0.1569
C -2.06 -0.20 -5.93 -0.4670
C -1.45 -1.60 -6.32 -0.6417
C 0.07 -1.79 -6.67 0.3962
C 0.93 -0.46 -6.59 0.1639
C 0.33 0.92 -6.24 0.3818
O 1.25 2.03 -6.26 -0.5376
S 2.74 -0.70 -6.96 -0.2323
C 3.07 -2.34 -6.13 0.3093
C 1.90 -3.39 -6.30 0.3353
C 2.07 -4.81 -5.65 -0.6606
C 3.37 -5.12 -4.82 -0.5668
C 4.49 -4.03 -4.64 0.5281
C 5.80 -4.30 -3.76 -0.8418
C 5.76 -3.30 -2.50 -0.5474
C 4.29 -2.93 -1.97 -0.7560
I 3.16 -4.67 -1.24 0.0177
C 4.35 -2.64 -5.32 -0.0867
Br 5.69 -1.18 -5.20 -0.1210
N 0.67 -3.08 -7.04 -0.2925
H -1.42 2.64 -4.63 0.3357
H -3.17 -0.06 -5.68 0.3182
H -2.15 -2.51 -6.33 0.2059
H 0.91 2.73 -5.66 0.3005
H 1.26 -5.61 -5.78 0.1692
H 3.46 -6.17 -4.35 0.3419
H 6.73 -4.07 -4.39 0.2587
H 5.82 -5.37 -3.33 0.3352
H 6.28 -3.85 -1.63 0.3926
H 6.35 -2.32 -2.67 0.2904
H 4.44 -2.27 -1.03 0.2432
H 3.68 -2.28 -2.69 0.4063
H 0.00 -3.86 -6.97 0.3349
C 2.84 1.16 -1.31 -0.8805
O 2.06 0.89 -0.15 -0.2499
C 2.21 -0.43 0.35 0.6851
C 2.43 -0.44 1.86 -0.1498
O 3.65 0.12 2.32 -0.5219
C 3.85 1.52 2.14 -0.3172
C 2.91 2.44 2.92 -0.5420
O 1.57 2.35 2.44 -0.2728
C 0.60 2.19 3.47 -0.6014
H 2.28 0.87 -2.20 0.3321
H 3.02 2.24 -1.34 0.2494
H 3.81 0.65 -1.28 0.3539
H 3.04 -0.95 -0.14 -0.7065
H 1.29 -0.97 0.12 0.4081
H 2.45 -1.49 2.18 0.3369
H 1.58 0.00 2.39 0.0033
H 3.85 1.77 1.08 0.0349
H 4.87 1.72 2.49 0.4474
H 3.23 3.47 2.78 0.3981
H 2.97 2.19 3.99 0.3618
H 0.97 1.55 4.28 0.4195
H -0.27 1.72 3.03 0.0686
H 0.33 3.18 3.86 0.2073
C -3.73 -4.40 3.67 -0.8193
O -3.61 -4.13 2.29 -0.2851
C -3.65 -2.74 1.97 -0.5664
C -2.54 -2.35 1.00 -0.3323
O -1.21 -2.42 1.52 -0.3505
C -0.69 -3.71 1.85 -0.4172
C -0.49 -4.67 0.68 -0.1585
O -1.73 -5.08 0.12 -0.3257
C -1.78 -5.00 -1.29 -0.8374
H -4.79 -4.49 3.94 0.2895
H -3.24 -5.36 3.87 0.2387
H -3.24 -3.64 4.29 0.3851
H -3.60 -2.12 2.87 0.3352
H -4.62 -2.56 1.49 0.3957
H -2.69 -1.29 0.74 0.4622
H -2.61 -2.89 0.06 0.0751
H -1.28 -4.16 2.64 0.0716
H 0.29 -3.52 2.29 0.4378
H 0.01 -5.57 1.05 0.4526
H 0.15 -4.20 -0.07 0.0103
H -1.24 -4.12 -1.67 0.3906
H -2.82 -4.90 -1.59 0.2538
H -1.35 -5.91 -1.73 0.2871
C -3.39 3.48 2.91 -0.7169
O -2.89 4.40 3.87 -0.2444
C -1.97 5.34 3.33 -0.1554
C -2.29 6.77 3.78 -0.4495
O -3.51 7.32 3.27 -0.4629
C -4.73 6.73 3.70 -0.2577
C -5.06 6.87 5.19 -0.4991
O -4.17 6.11 6.00 -0.2624
C -3.65 6.83 7.10 -0.8526
H -2.72 2.62 2.84 0.1211
H -4.37 3.13 3.26 0.2435
H -3.53 3.93 1.93 0.4117
H -1.94 5.30 2.23 0.3926
H -0.98 5.07 3.70 0.0667
H -1.50 7.41 3.39 0.4519
H -2.25 6.86 4.86 0.1183
H -4.79 5.69 3.38 0.0380
H -5.52 7.25 3.14 0.4248
H -6.07 6.48 5.36 0.3845
H -5.05 7.93 5.46 0.3396
H -3.44 7.87 6.85 0.4094
H -2.71 6.36 7.38 0.2371
H -4.36 6.78 7.94 0.2859
```

Here is one molecule with the formula C5H12NO at a distorted geometry from the OMol25 dataset. Energies are from ωB97M-V with the def2-TZVPD basis set.

Gap between HOMO and LUMO (alpha / beta) ... 3.875 / 6.282 eV
Relative energy (zero: lowest compared OMol25 entry of this formula, charge and spin) ... 465.66 kJ/mol
Calculated total energy ... -327.44972 Ha
2S+1 ... 2

```
19
Properties=species:S:1:pos:R:3:nbo_charge:R:1
C 0.76 0.54 1.66 -0.0463
O 1.33 1.07 0.19 -0.7822
C -0.50 -0.24 1.57 -0.4472
C -0.48 -1.45 0.60 -0.4259
C -0.22 -1.08 -0.83 -0.4731
C -0.80 -0.06 -1.54 -0.2964
N 0.04 0.76 -2.34 -0.8869
H 1.66 -0.06 1.83 0.2233
H 0.52 1.51 2.09 0.2067
H 1.63 1.99 0.40 0.4911
H -0.66 -0.66 2.67 0.2249
H -1.39 0.47 1.45 0.2208
H 0.23 -2.09 1.10 0.1953
H -1.52 -1.86 0.55 0.1956
H 0.58 -1.73 -1.22 0.1667
H -1.89 0.11 -1.70 0.1485
H -0.46 1.62 -2.53 0.3539
H 0.19 0.27 -3.23 0.3631
H 0.97 0.88 -0.72 0.5681
```

Here is C28H45NOP2Ti as an isolated structure at a distorted geometry from the OMol25 dataset. Energies are from ωB97M-V with the def2-TZVPD basis set.

Total charge ... +1
Gap between HOMO and LUMO (alpha / beta) ... 7.966 / 7.905 eV
Relative energy (zero: lowest compared OMol25 entry of this formula, charge and spin) ... 0.00 kJ/mol
Calculated total energy ... -2755.97160 Ha
2S+1 ... 2

```
78
Properties=species:S:1:pos:R:3:lowdin_spin:R:1
Ti -0.16 -0.08 0.24 0.9098
C -1.67 4.41 -1.71 -0.0006
C -1.78 3.04 -1.04 -0.0011
C -2.92 2.20 -1.63 0.0002
P -0.27 1.96 -1.06 0.0241
C 1.24 3.03 -0.88 0.0117
C 1.23 3.59 0.54 0.0048
C 2.45 2.12 -1.07 0.0152
C -0.19 1.20 -2.70 0.0001
C -0.19 1.91 -3.89 -0.0001
C -0.16 1.25 -5.11 -0.0001
C -0.05 -0.14 -5.12 0.0007
C -0.02 -0.86 -3.94 -0.0005
C -0.13 -0.22 -2.70 0.0017
N -0.09 -0.87 -1.49 -0.0056
C -0.08 -2.25 -1.34 0.0008
C -0.93 -3.13 -2.02 0.0003
C -0.84 -4.50 -1.79 -0.0007
C 0.08 -5.01 -0.89 -0.0006
C 0.91 -4.16 -0.18 -0.0002
C 0.84 -2.79 -0.40 -0.0001
P 1.80 -1.54 0.54 0.0164
C 3.54 -1.62 -0.17 0.0069
C 3.40 -1.50 -1.69 0.0008
C 4.31 -2.88 0.22 0.0008
C 1.82 -2.23 2.27 -0.0014
C 2.36 -1.11 3.15 0.0009
C 0.38 -2.55 2.65 0.0005
H -2.58 4.98 -1.50 -0.0001
H -1.56 4.34 -2.79 0.0000
H -0.83 4.98 -1.31 0.0000
H -1.97 3.21 0.03 -0.0001
H -2.90 2.23 -2.72 0.0001
H -3.88 2.56 -1.29 0.0000
H -2.81 1.15 -1.33 0.0002
H 1.24 3.83 -1.63 0.0002
H 1.04 2.77 1.25 0.0042
H 0.45 4.35 0.66 0.0001
H 2.18 4.05 0.78 0.0001
H 2.40 1.31 -0.33 0.0120
H 3.38 2.68 -0.93 0.0005
H 2.46 1.70 -2.08 0.0000
H -0.19 2.99 -3.87 0.0000
H -0.19 1.80 -6.03 0.0000
H 0.02 -0.66 -6.06 0.0000
H 0.12 -1.93 -3.98 0.0000
H -1.65 -2.75 -2.72 0.0000
H -1.50 -5.16 -2.33 0.0000
H 0.14 -6.08 -0.72 0.0000
H 1.61 -4.56 0.53 0.0000
H 4.06 -0.73 0.22 0.0000
H 3.03 -2.44 -2.10 0.0000
H 4.37 -1.29 -2.14 0.0000
H 2.71 -0.71 -1.97 0.0006
H 3.79 -3.76 -0.15 0.0000
H 4.44 -2.96 1.29 0.0000
H 5.30 -2.85 -0.23 0.0004
H 2.45 -3.13 2.34 -0.0003
H 1.69 -0.25 3.07 0.0007
H 3.36 -0.80 2.84 0.0000
H 2.41 -1.41 4.20 0.0002
H -0.27 -1.73 2.29 0.0004
H 0.28 -2.61 3.73 0.0000
H 0.02 -3.48 2.21 0.0001
C -1.95 0.32 3.85 -0.0005
C -2.21 0.25 2.33 -0.0005
C -2.88 -1.09 1.94 0.0040
C -3.13 1.41 1.92 -0.0004
O -1.00 0.34 1.64 -0.0100
H -2.88 0.17 4.39 -0.0001
H -1.54 1.30 4.11 0.0000
H -1.24 -0.44 4.16 0.0000
H -3.96 -1.02 2.08 0.0001
H -2.51 -1.91 2.55 0.0000
H -2.67 -1.29 0.88 0.0029
H -3.95 1.48 2.62 0.0000
H -3.52 1.23 0.92 0.0000
H -2.58 2.34 1.93 0.0001
```

Here is C42H71O18Y as an isolated structure at a distorted geometry from the OMol25 dataset. Energies are from ωB97M-V with the def2-TZVPD basis set.

Total charge ... +2
Gap between HOMO and LUMO ... 4.688 eV
Calculated total energy ... -3035.04576 Ha

```
132
Properties=species:S:1:pos:R:3:mulliken_charge:R:1
Y 15.02 -24.84 -18.77 1.6665
C 13.06 -28.39 -19.26 2.2700
C 14.06 -28.01 -20.39 0.1963
O 14.70 -26.79 -20.08 -0.4561
H 13.50 -28.64 -18.30 -0.6792
H 12.59 -29.30 -19.63 -0.9709
H 12.31 -27.64 -19.00 -0.8069
H 13.46 -27.94 -21.30 0.4042
H 14.75 -28.81 -20.66 0.0052
C 16.75 -28.84 -23.46 0.5794
C 17.30 -29.49 -24.70 -0.7369
C 16.15 -29.23 -25.67 -0.3539
O 15.91 -27.84 -25.40 -0.4648
C 16.17 -27.52 -24.04 0.3582
H 17.50 -28.67 -22.69 -0.3573
H 15.92 -29.39 -23.01 -0.0440
H 17.60 -30.54 -24.60 0.4286
H 18.16 -28.96 -25.10 0.3090
H 15.31 -29.91 -25.50 0.0732
H 16.39 -29.45 -26.71 0.3678
H 15.18 -27.29 -23.63 -0.4589
H 16.91 -26.72 -24.06 0.3810
C 10.65 -28.78 -14.14 -1.0122
C 11.58 -27.60 -14.38 -0.6627
C 12.19 -28.06 -15.73 0.9231
O 11.30 -29.02 -16.33 -0.0259
C 10.13 -29.25 -15.50 -0.5280
H 9.93 -28.51 -13.37 0.4549
H 11.22 -29.61 -13.72 0.3568
H 12.42 -27.61 -13.68 0.3926
H 11.05 -26.66 -14.47 0.2668
H 13.18 -28.52 -15.64 -0.3248
H 12.25 -27.12 -16.28 -0.6265
H 9.77 -30.27 -15.42 0.4155
H 9.37 -28.60 -15.95 0.3031
C 12.16 -33.52 -16.88 -0.7345
C 12.50 -33.22 -18.33 0.3788
C 11.19 -32.89 -19.00 0.5144
O 10.24 -32.90 -17.97 -0.5351
C 10.88 -32.68 -16.68 0.4138
H 12.98 -33.26 -16.22 0.3485
H 11.98 -34.60 -16.81 0.3427
H 13.04 -34.06 -18.75 0.4533
H 13.15 -32.35 -18.34 -0.6405
H 10.98 -33.69 -19.71 0.2838
H 11.15 -31.87 -19.38 -0.5225
H 10.37 -33.25 -15.90 0.4075
H 10.98 -31.64 -16.39 -0.6409
O 16.97 -26.18 -18.42 -0.5367
C 17.94 -26.88 -18.63 0.4393
O 18.66 -27.46 -17.62 -0.3145
C 19.79 -28.14 -18.22 -0.5338
C 19.59 -28.25 -19.75 -0.1353
C 18.53 -27.21 -20.04 0.0811
H 20.02 -29.12 -17.79 0.4023
H 20.66 -27.50 -18.04 0.3338
H 19.23 -29.24 -20.05 -0.2525
H 20.57 -28.06 -20.19 0.4430
H 17.80 -27.68 -20.69 -0.3975
H 18.91 -26.30 -20.50 0.5147
O 12.58 -24.90 -18.52 -0.3357
C 11.40 -24.72 -18.17 0.6427
O 10.35 -25.02 -18.91 -0.2418
C 9.19 -24.91 -18.11 -0.3467
C 9.64 -24.83 -16.68 -0.2483
C 10.90 -24.07 -16.93 -0.7133
H 8.54 -25.77 -18.20 0.1835
H 8.59 -24.04 -18.37 0.4412
H 9.89 -25.77 -16.17 -0.2238
H 8.87 -24.32 -16.11 0.4766
H 11.69 -24.24 -16.19 0.3728
H 10.74 -23.01 -17.10 0.3894
O 13.89 -24.07 -20.82 -0.8089
C 13.50 -24.31 -21.95 0.5385
O 14.23 -24.23 -23.02 -0.3309
C 13.45 -24.62 -24.19 -0.5889
C 12.35 -25.46 -23.61 -0.4614
C 12.12 -24.88 -22.21 0.2727
H 14.01 -25.30 -24.82 0.4533
H 13.03 -23.74 -24.69 0.3060
H 12.65 -26.50 -23.56 0.0404
H 11.45 -25.42 -24.22 0.4844
H 11.85 -25.51 -21.37 -0.3386
H 11.38 -24.08 -22.23 0.3903
O 15.15 -32.80 -20.53 -0.5039
C 16.22 -32.55 -20.05 0.2394
O 16.68 -33.26 -19.00 -0.4023
C 17.99 -32.90 -18.63 -0.3905
C 18.53 -32.14 -19.84 -0.6029
C 17.30 -31.57 -20.52 0.8332
H 18.69 -33.72 -18.45 0.4071
H 18.01 -32.32 -17.71 0.1447
H 18.96 -32.87 -20.52 0.4553
H 19.31 -31.44 -19.55 0.2009
H 17.49 -31.57 -21.60 0.4130
H 17.09 -30.58 -20.10 -0.6728
O 9.35 -33.37 -22.55 -0.6001
C 10.36 -32.66 -22.65 0.3632
O 10.57 -31.54 -21.81 -0.1980
C 11.73 -30.81 -22.14 0.7445
C 12.51 -31.70 -23.10 -0.0981
C 11.51 -32.74 -23.61 -0.6208
H 12.30 -30.54 -21.25 -0.7695
H 11.32 -29.89 -22.56 0.2348
H 13.37 -32.17 -22.61 0.1036
H 12.95 -31.17 -23.94 0.0807
H 11.93 -33.74 -23.65 0.3126
H 11.21 -32.55 -24.64 0.3323
O 6.28 -29.26 -18.00 -0.6402
C 7.36 -29.16 -18.62 0.1803
O 8.13 -28.05 -18.45 -0.4532
C 9.44 -28.08 -19.06 0.6728
C 9.56 -29.61 -19.34 1.3000
C 8.10 -30.16 -19.49 -0.3168
H 10.25 -27.87 -18.37 -0.4740
H 9.42 -27.52 -19.99 0.4111
H 10.14 -30.05 -18.53 -0.8331
H 10.20 -29.83 -20.19 -0.7190
H 8.00 -31.15 -19.05 0.3484
H 7.71 -29.98 -20.49 0.3596
O 15.05 -31.89 -14.46 -0.6450
C 15.33 -31.01 -15.29 0.1134
O 15.83 -29.87 -14.93 -0.3650
C 16.08 -28.98 -16.02 -0.0500
C 16.05 -29.96 -17.19 0.2667
C 15.11 -31.06 -16.78 0.8377
H 17.04 -28.47 -15.98 0.4023
H 15.29 -28.24 -16.14 -0.0028
H 17.03 -30.41 -17.36 0.3460
H 15.87 -29.57 -18.19 -0.3865
H 15.33 -32.05 -17.17 0.3671
H 14.07 -30.75 -16.92 -0.8354
```